No. 1
Here is a cluster of 2 separate species, C2H2ClO3P in total from the Open Molecules 2025 dataset. Energies are from ωB97M-V/def2-TZVPD.

- Charge: -2
- E_HOMO: -0.00677 hartree
- Gap between HOMO and LUMO: 6.22 eV
- ΔE to the lowest compared entry with this formula, charge and spin: 40.9 kcal/mol

Each atom is followed by the atoms it is bonded to, with distances in Å.
Atoms and positions in Å:
1 C -0.0825 -0.2297 0.3595  C2 1.328, H8 1.133, H9 1.129
2 C -1.1433 -0.8824 0.8189  C1 1.328, Cl7 1.721
3 O -3.1210 0.5880 -1.0300  P6 1.511
4 O -3.2967 1.4294 1.3595  P6 1.456
5 O -4.3037 -0.8763 0.8016  P6 1.552
6 P -3.3717 0.3084 0.4336  O3 1.511, O4 1.456, O5 1.552
7 Cl -0.5520 -2.3262 1.5463  C2 1.721
8 H 1.0135 -0.5155 0.4013  C1 1.133
9 H -0.1116 0.7504 -0.1992  C1 1.129

=====

No. 2
Here is an isolated molecule of C3H3BrN4O2 from the Open Molecules 2025 dataset. Energies are from ωB97M-V/def2-TZVPD.

- E_HOMO (alpha / beta): -0.36361 / -0.36360 hartree
- Gap between HOMO and LUMO (alpha / beta): 8.52 / 8.52 eV
- ΔE to the lowest compared entry with this formula, charge and spin: 60.2 kcal/mol

Each atom is followed by the atoms it is bonded to, with distances in Å.
Atoms and positions in Å:
1 C 0.2017 1.5284 -0.0459  N4 1.221, N7 1.372
2 C -1.5544 -0.3199 -0.0080  N5 1.376, N6 1.258, Br10 1.892
3 C 0.3930 -1.8119 0.0097  N6 1.414, H11 1.092, H12 1.091, H13 1.096
4 N -0.9934 1.7807 -0.0491  C1 1.221, N5 1.261
5 N -1.9758 0.9897 -0.0400  C2 1.376, N4 1.261
6 N -0.3274 -0.5951 0.0080  C2 1.258, C3 1.414
7 N 1.4924 1.9880 0.0168  C1 1.372, O8 1.217, O9 1.213
8 O 1.6114 3.1990 0.0416  N7 1.217
9 O 2.3829 1.1644 0.0410  N7 1.213
10 Br -2.9879 -1.5538 0.0189  C2 1.892
11 H 0.4547 -2.2043 -1.0080  C3 1.092
12 H 1.4014 -1.6076 0.3712  C3 1.091
13 H -0.0987 -2.5578 0.6438  C3 1.096

=====

Electronic energy
In order: -30059.861 -83250.401
Unit: eV